DFT (ωB97M-V with the def2-TZVPD basis set) results for a cluster of 6 separate species, C34H40F40N2O11P2S in total in a non-equilibrium geometry.

The multiplicity is 1. The gap between HOMO and LUMO comes out at 9.28 eV. The value obtained for the total energy is -7332.035585 Eh. The strongest force on any atom comes out at 8.72 eV/A.

CARTESIAN COORDINATES (ANGSTROEM)
1 C 0.40 -1.02 1.85
2 C -1.02 -1.28 1.00
3 O -1.99 -0.18 1.17
4 C -0.76 -1.45 -0.61
5 N 0.31 -2.49 -0.87
6 C -0.30 -3.68 -1.58
7 C -1.38 -4.51 -0.61
8 O -2.72 -4.16 -1.11
9 C -3.78 -4.99 -0.53
10 P -5.11 -5.04 -1.94
11 P -5.57 -3.03 -2.67
12 O -7.15 -2.98 -2.95
13 O -4.78 -2.64 -4.19
14 O -5.24 -1.75 -1.53
15 N -3.56 -6.46 -0.28
16 C -3.17 -6.81 1.14
17 O -2.49 -7.86 1.63
18 C -3.79 -5.49 1.95
19 C -4.56 -4.51 0.83
20 S -4.33 -2.78 1.50
21 H 0.77 0.08 1.70
22 H 1.22 -1.83 1.56
23 H 0.12 -1.28 2.98
24 H -1.49 -2.25 1.49
25 H -2.51 -0.27 2.03
26 H -0.34 -0.41 -1.02
27 H -1.72 -1.70 -1.23
28 H 1.07 -2.04 -1.45
29 H 0.61 -4.43 -1.80
30 H -0.76 -3.43 -2.64
31 H -1.15 -4.16 0.48
32 H -1.09 -5.64 -0.73
33 H -4.47 -5.77 -3.03
34 H -4.46 -1.68 -4.05
35 H -4.32 -1.42 -1.78
36 H -3.04 -6.93 -1.06
37 H -2.83 -5.06 2.49
38 H -4.46 -5.84 2.86
39 H -5.74 -4.64 0.83
40 H -4.43 -2.94 2.92
41 F 4.12 0.92 -1.26
42 C 5.35 1.47 -1.33
43 F 5.23 2.73 -0.81
44 C 5.88 1.54 -2.76
45 F 5.13 2.36 -3.54
46 F 7.13 2.10 -2.72
47 C 6.02 0.18 -3.46
48 O 4.94 -0.22 -4.31
49 C 3.83 -0.81 -3.64
50 F 4.19 -1.13 -2.38
51 F 3.61 -2.00 -4.27
52 C 2.56 0.04 -3.71
53 F 2.76 1.29 -3.21
54 F 1.55 -0.51 -2.98
55 H 6.02 0.91 -0.69
56 H 6.88 0.27 -4.15
57 H 6.31 -0.62 -2.77
58 H 2.21 0.15 -4.74
59 F -2.94 -6.67 -7.03
60 C -3.89 -6.07 -6.27
61 F -3.21 -5.26 -5.40
62 C -4.75 -7.07 -5.50
63 F -4.02 -7.77 -4.59
64 F -5.67 -6.36 -4.77
65 C -5.53 -8.06 -6.37
66 O -4.94 -9.34 -6.58
67 C -3.95 -9.40 -7.61
68 F -4.02 -8.27 -8.35
69 F -4.34 -10.41 -8.43
70 C -2.54 -9.68 -7.07
71 F -2.16 -8.77 -6.15
72 F -1.62 -9.63 -8.07
73 H -4.50 -5.43 -6.91
74 H -6.46 -8.28 -5.83
75 H -5.87 -7.61 -7.32
76 H -2.49 -10.67 -6.61
77 F 5.39 8.02 0.92
78 C 4.38 8.18 1.80
79 F 4.93 8.01 3.03
80 C 3.24 7.19 1.58
81 F 3.64 5.91 1.80
82 F 2.27 7.44 2.52
83 C 2.56 7.28 0.20
84 O 3.03 6.35 -0.79
85 C 4.21 6.74 -1.48
86 F 4.46 8.05 -1.23
87 F 3.90 6.68 -2.81
88 C 5.41 5.83 -1.19
89 F 5.67 5.76 0.14
90 F 6.54 6.30 -1.79
91 H 4.02 9.21 1.74
92 H 1.51 7.00 0.36
93 H 2.52 8.30 -0.18
94 H 5.22 4.82 -1.54
95 F -0.47 5.83 5.22
96 C -0.14 6.88 4.45
97 F 0.02 7.93 5.29
98 C -1.20 7.19 3.40
99 F -2.37 7.59 3.97
100 F -0.77 8.27 2.66
101 C -1.49 6.06 2.40
102 O -2.62 5.22 2.71
103 C -2.36 4.17 3.64
104 F -1.02 4.05 3.81
105 F -2.77 3.03 3.04
106 C -3.12 4.36 4.96
107 F -2.84 5.55 5.55
108 F -2.78 3.40 5.86
109 H 0.83 6.68 3.98
110 H -1.76 6.54 1.45
111 H -0.60 5.47 2.17
112 H -4.20 4.31 4.81
113 F 3.87 1.59 4.88
114 C 3.68 2.82 4.34
115 F 4.93 3.33 4.14
116 C 2.86 3.74 5.24
117 F 3.51 4.02 6.40
118 F 2.73 4.95 4.59
119 C 1.44 3.25 5.56
120 O 1.28 2.56 6.80
121 C 1.63 1.17 6.78
122 F 1.76 0.77 5.49
123 F 0.54 0.51 7.26
124 C 2.85 0.85 7.65
125 F 3.94 1.58 7.29
126 F 3.21 -0.46 7.52
127 H 3.21 2.70 3.36
128 H 0.82 4.14 5.66
129 H 0.99 2.70 4.72
130 H 2.65 1.05 8.70

---

DFT (ωB97M-V with the def2-TZVPD basis set) results for the molecule C4H7NO2 in a non-equilibrium geometry.

The multiplicity is 1. The gap between HOMO and LUMO (alpha / beta) comes out at 6.91 / 10.18 eV. The value obtained for the total energy is -361.692712 Eh. The strongest force on any atom comes out at 5.53 eV/A.

CARTESIAN COORDINATES (ANGSTROEM)
1 C -1.02 2.06 0.09
2 C -0.30 -0.23 0.49
3 C -0.84 -0.79 -0.77
4 C 1.25 -0.02 0.52
5 N -0.85 2.10 -1.12
6 O -1.00 0.96 0.99
7 O -2.07 -1.27 -0.59
8 H -1.12 2.86 0.83
9 H -0.54 -1.01 1.27
10 H -0.25 -1.10 -1.64
11 H 1.51 -0.03 1.52
12 H 1.38 1.02 -0.03
13 H 1.70 -0.76 -0.04
14 H -2.40 -1.77 -1.35

---

DFT (ωB97M-V with the def2-TZVPD basis set) results for a structure of composition C25H70Br2FNNbO8S8 in a non-equilibrium geometry.

The multiplicity is 1. The gap between HOMO and LUMO comes out at 5.40 eV. The value obtained for the total energy is -10141.030245 Eh. The strongest force on any atom comes out at 3.96 eV/A. As for the total charge: -1.

CARTESIAN COORDINATES (ANGSTROEM)
1 C 7.89 0.32 0.74
2 C 7.23 -1.17 0.70
3 C 5.57 -1.18 0.87
4 C 5.26 -0.66 2.34
5 Nb 4.54 -0.24 -0.93
6 F 3.74 0.65 -2.67
7 C 4.16 1.79 0.13
8 N 2.77 2.33 -0.06
9 C 2.49 3.44 0.97
10 C 2.48 -1.08 -0.52
11 Br 1.03 -0.09 -1.58
12 C 1.96 -1.40 0.97
13 C 1.74 -0.20 2.04
14 Br 2.74 -3.10 1.81
15 H 8.28 0.55 -0.37
16 H 7.09 1.14 0.98
17 H 8.82 0.44 1.47
18 H 7.61 -1.75 1.67
19 H 7.59 -1.84 -0.21
20 H 5.33 -2.35 0.80
21 H 4.45 0.14 2.53
22 H 6.25 -0.26 2.88
23 H 4.95 -1.60 3.01
24 H 4.96 -1.74 -1.93
25 H 6.14 0.42 -1.41
26 H 4.59 1.83 1.21
27 H 4.86 2.55 -0.49
28 H 2.64 2.79 -0.98
29 H 2.16 4.43 0.43
30 H 1.66 3.04 1.72
31 H 3.46 3.69 1.62
32 H 2.47 -2.14 -1.07
33 H 0.83 -1.78 0.78
34 H 2.44 0.72 1.98
35 H 1.89 -0.68 3.12
36 H 0.61 0.17 2.03
37 C -2.04 -2.56 -2.06
38 S -2.75 -1.93 -0.53
39 O -2.44 -2.92 0.56
40 C -4.48 -2.17 -1.01
41 H -0.95 -2.54 -1.97
42 H -2.37 -3.59 -2.23
43 H -2.34 -1.93 -2.90
44 H -4.66 -3.22 -1.24
45 H -4.71 -1.55 -1.88
46 H -5.12 -1.87 -0.18
47 C 9.03 2.65 -4.52
48 S 8.31 3.28 -2.98
49 O 8.62 2.29 -1.90
50 C 6.59 3.04 -3.47
51 H 10.12 2.67 -4.43
52 H 8.70 1.62 -4.69
53 H 8.72 3.28 -5.36
54 H 6.41 1.99 -3.70
55 H 6.36 3.66 -4.34
56 H 5.95 3.34 -2.63
57 C 8.78 8.15 -1.51
58 S 9.98 7.35 -2.60
59 O 9.47 5.97 -2.90
60 C 11.29 7.19 -1.37
61 H 7.86 8.31 -2.06
62 H 8.58 7.51 -0.65
63 H 9.18 9.11 -1.18
64 H 10.93 6.61 -0.51
65 H 11.60 8.19 -1.04
66 H 12.14 6.68 -1.82
67 C -2.16 -4.05 -5.61
68 S -2.33 -2.31 -6.08
69 O -2.92 -1.58 -4.91
70 C -3.66 -2.57 -7.28
71 H -1.40 -4.13 -4.83
72 H -3.11 -4.43 -5.23
73 H -1.85 -4.64 -6.48
74 H -4.51 -3.04 -6.80
75 H -3.29 -3.21 -8.10
76 H -3.95 -1.60 -7.69
77 C -8.24 -2.54 2.51
78 S -7.47 -3.46 1.15
79 O -7.88 -2.80 -0.13
80 C -8.46 -4.96 1.35
81 H -7.79 -1.55 2.56
82 H -9.31 -2.45 2.33
83 H -8.06 -3.07 3.45
84 H -9.52 -4.72 1.24
85 H -8.27 -5.40 2.33
86 H -8.17 -5.67 0.57
87 C -12.15 -2.06 4.71
88 S -11.02 -0.80 5.38
89 O -9.80 -0.78 4.51
90 C -10.60 -1.72 6.88
91 H -12.51 -1.71 3.74
92 H -11.62 -3.00 4.58
93 H -12.99 -2.19 5.39
94 H -10.17 -2.69 6.62
95 H -11.50 -1.86 7.49
96 H -9.87 -1.14 7.45
97 C 4.04 -0.51 -5.57
98 S 5.81 -0.86 -5.45
99 O 6.55 0.40 -5.81
100 C 5.88 -1.96 -6.89
101 H 3.78 0.20 -4.78
102 H 3.82 -0.07 -6.54
103 H 3.48 -1.43 -5.43
104 H 5.54 -1.43 -7.78
105 H 5.25 -2.83 -6.71
106 H 6.92 -2.28 -7.03
107 C -13.67 1.05 10.17
108 S -13.13 0.96 8.44
109 O -13.07 -0.49 8.07
110 C -11.43 1.52 8.75
111 H -14.71 0.71 10.23
112 H -13.04 0.41 10.79
113 H -13.61 2.09 10.52
114 H -10.94 0.85 9.46
115 H -11.45 2.53 9.15
116 H -10.89 1.50 7.81

---

DFT (ωB97M-V with the def2-TZVPD basis set) results for the molecule C6H10O.

The multiplicity is 1. The gap between HOMO and LUMO comes out at 10.69 eV. The value obtained for the total energy is -309.814642 Eh. The strongest force on any atom comes out at 0.29 eV/A.

CARTESIAN COORDINATES (ANGSTROEM)
1 C -1.90 -0.26 0.45
2 C -0.89 -0.11 -0.69
3 O -0.52 1.26 -0.86
4 C 0.75 1.48 -0.27
5 C 1.49 0.15 -0.29
6 C 1.13 -0.80 0.82
7 C 0.41 -0.87 -0.50
8 H -2.86 0.19 0.18
9 H -1.54 0.25 1.35
10 H -2.07 -1.31 0.71
11 H -1.36 -0.44 -1.62
12 H 1.26 2.25 -0.85
13 H 0.64 1.87 0.76
14 H 2.44 0.08 -0.80
15 H 0.62 -0.39 1.69
16 H 1.81 -1.62 1.05
17 H 0.59 -1.74 -1.14